(1)
Entry from the OMol25 dataset: a cluster of 3 separate species, C4H16NO3 in total (ωB97M-V with the def2-TZVPD basis set).

Output
Gap between HOMO and LUMO   10.0 eV
LUMO   -3.43 eV
ΔE to the lowest compared entry with this formula, charge and spin   113.3 kJ/mol
Highest occupied orbital energy   -13.42 eV
Total charge   +1

The geometry in XYZ format:
```
24
Properties=species:S:1:pos:R:3:forces:R:3
H 2.698 -1.333 -0.559 0.5 -0.6 0.2
H 0.555 -0.714 -1.882 0.3 -0.1 0.2
C 0.028 0.002 -1.248 -1.2 0.6 -0.2
H -1.989 1.180 -0.200 -0.1 -0.2 0.2
H -1.325 -1.544 -0.506 0.0 -0.4 -0.1
C 0.754 0.537 -0.015 -0.2 -1.6 -0.5
H 3.128 0.092 -0.040 0.9 0.2 0.4
N 2.842 -0.815 0.309 -2.0 0.5 -1.2
H 3.486 -1.260 0.957 0.1 0.0 -0.1
H 1.528 1.220 -0.356 0.0 0.5 0.3
C 1.386 -0.532 0.848 2.1 0.0 1.1
H -1.363 3.585 -0.059 -0.4 0.2 -0.3
H -2.058 -2.394 2.372 0.1 -0.2 0.1
H 1.629 -0.127 1.831 -0.4 0.0 0.1
H 0.028 1.015 0.632 0.0 0.5 -0.1
H -0.182 0.857 -1.889 0.3 0.2 -0.1
H -1.521 -1.271 1.527 -0.1 0.2 0.0
H 0.973 -1.526 0.994 -0.7 0.2 -0.3
H -2.300 3.133 -1.277 0.1 0.5 0.3
O -2.069 0.240 0.052 0.6 -0.3 0.0
C -1.370 -0.548 -0.923 -0.4 0.4 0.4
O -1.613 2.872 -0.655 0.3 -0.6 -0.1
H -1.987 -0.546 -1.820 0.2 -0.4 -0.3
O -1.259 -2.121 1.907 0.0 0.2 0.0
```
Forces are in eV/Å.

These are the Löwdin partial charges, in e, on atoms 1 to 5: 0.1603, 0.1176, -0.1668, 0.0354, 0.1003

---

(2)
Entry from the OMol25 dataset: a structure of composition C35H37N2O2PPb (ωB97M-V with the def2-TZVPD basis set).

Output
Gap between HOMO and LUMO   6.5 eV
LUMO   -7.22 eV
ΔE to the lowest compared entry with this formula, charge and spin   15.3 kJ/mol
Highest occupied orbital energy   -13.72 eV
Total charge   +2

The geometry in XYZ format:
```
78
Properties=species:S:1:pos:R:3:forces:R:3
H -5.919 -3.208 1.111 0.0 0.0 0.0
H 2.709 -1.740 -0.095 0.0 0.0 0.0
C 1.170 -4.248 5.076 0.0 0.0 -0.1
H 0.360 -5.504 3.533 0.0 0.0 0.0
O 0.398 -1.355 1.091 0.5 -0.6 0.8
H 1.211 -5.044 5.808 0.0 0.0 0.0
C -5.784 3.025 0.768 0.0 0.0 0.0
H 1.905 -1.759 -2.343 0.1 0.0 0.0
C 1.078 -2.209 3.199 0.0 -0.1 0.0
P -2.314 0.075 1.122 -0.3 0.0 -0.1
H -0.757 2.758 0.785 0.0 0.0 0.0
H -0.495 1.670 5.350 0.0 0.0 0.0
H 3.326 1.537 -1.934 0.1 -0.1 0.0
C 0.693 -4.508 3.796 0.0 0.1 0.0
H -2.640 -2.154 3.046 0.0 0.0 0.0
H -3.048 -5.318 -1.961 0.0 0.0 0.0
C -5.137 2.564 -0.375 0.0 0.0 0.0
H 2.826 -0.232 0.813 0.0 0.1 0.0
C -1.316 -0.307 5.551 0.0 0.0 0.0
C 1.565 -1.954 4.478 0.1 0.0 0.0
C -1.915 -1.378 4.904 0.0 0.0 0.0
H -3.915 1.489 3.141 0.0 0.0 0.0
C -3.128 -3.492 -0.818 0.0 -0.1 0.0
C 2.970 -0.686 -0.159 0.2 -0.1 -0.2
H -5.488 2.859 -1.356 0.0 0.0 0.0
H -1.160 2.155 -2.731 0.0 0.0 0.0
C 2.464 1.402 -1.274 0.1 -0.1 0.0
H -0.871 3.727 -1.965 0.0 0.0 0.0
H -0.995 1.824 2.946 0.0 0.0 0.0
C -0.978 0.843 4.846 0.0 0.0 0.0
C -2.484 -2.268 -0.487 0.0 -0.2 -0.2
H 0.925 2.226 0.938 0.0 0.0 0.0
C 2.247 -0.733 -2.461 0.1 0.2 0.0
H 1.913 -0.957 4.718 0.0 0.0 0.0
O 1.515 0.011 2.462 -0.1 0.2 -0.1
C -4.367 -3.814 -0.210 0.0 -0.1 -0.1
C -1.367 -4.091 -2.381 0.1 0.1 -0.1
H -1.959 2.564 -1.194 0.1 0.1 0.0
Pb -0.250 -0.216 -0.534 0.2 0.2 0.4
C -1.260 0.926 3.494 -0.1 0.0 0.0
H -2.154 -2.280 5.452 0.0 0.0 0.0
H 2.753 1.754 -0.285 0.0 0.0 0.0
C -4.054 1.711 -0.253 -0.1 0.0 0.1
H 1.988 -2.776 6.410 0.0 0.0 0.0
H 0.158 -2.598 -2.685 -0.1 0.0 0.0
C -4.307 -1.773 1.040 -0.2 -0.1 0.0
H -4.843 -4.750 -0.479 0.0 0.0 0.0
C -1.298 -2.012 -1.221 0.3 0.5 -0.2
C 1.030 -1.083 2.242 -0.4 0.3 -0.6
H 1.067 1.845 -2.837 0.0 0.0 0.0
C -0.737 -2.848 -2.137 -0.3 -0.3 0.0
C 0.217 2.755 0.298 0.1 0.1 0.0
C -4.254 1.787 2.157 0.0 0.1 0.0
C -3.611 1.318 1.014 0.0 0.1 -0.1
C -5.343 2.640 2.025 0.0 0.0 0.0
C -3.091 -1.431 0.507 0.2 -0.1 -0.2
C -2.196 -1.305 3.548 0.0 0.0 0.1
H -0.918 -4.783 -3.082 -0.1 0.0 0.0
C 1.609 -2.973 5.415 0.0 0.0 0.0
H 3.295 -0.757 -2.768 0.0 0.0 0.0
C -2.537 -4.386 -1.750 -0.1 0.0 0.0
C 0.642 -3.488 2.856 0.0 0.0 0.0
H -4.776 -1.122 1.768 0.0 0.0 0.0
N 0.091 2.094 -1.023 -0.1 -0.2 0.1
H 0.273 -3.680 1.856 0.0 0.0 0.0
H 4.016 -0.592 -0.461 0.0 0.0 0.0
H 1.614 3.246 -1.926 -0.1 0.0 0.0
H -6.638 3.683 0.674 0.0 0.0 0.0
C -4.959 -2.968 0.676 0.0 0.1 0.1
H -3.572 1.326 -1.146 -0.1 -0.1 0.0
H 0.548 3.789 0.170 0.0 0.0 -0.1
C -1.894 -0.138 2.848 0.2 0.0 0.1
H -5.853 2.996 2.911 0.0 0.0 0.0
C -1.047 2.666 -1.775 0.0 0.0 0.0
H 1.665 -0.245 -3.242 0.0 0.0 0.0
H -1.100 -0.370 6.610 0.0 0.0 0.0
N 2.116 -0.019 -1.170 -0.4 -0.4 0.2
C 1.313 2.199 -1.835 0.1 0.2 -0.2
```
Forces are in eV/Å.

These are the Löwdin partial charges, in e, on atoms 1 to 5: 0.1240, 0.1079, -0.0541, 0.1107, -0.2533

---

(3)
Entry from the OMol25 dataset: the molecule C13H20N4O3S2 (ωB97M-V with the def2-TZVPD basis set).

Output
Gap between HOMO and LUMO   9.0 eV
LUMO   0.73 eV
Highest occupied orbital energy   -8.26 eV
SMILES string   CCOC(=O)CSc1nnc(NC(=O)CN2CCCCC2)s1

The geometry in XYZ format:
```
42
Properties=species:S:1:pos:R:3:forces:R:3
N 1.166 -2.279 -0.937 0.4 -1.2 -0.6
H 5.005 -1.870 -0.453 -0.1 0.1 -0.2
S 1.078 -4.939 -1.015 0.2 -0.5 -0.2
H -1.003 3.902 1.117 0.1 0.0 0.0
C 4.732 -1.574 -1.471 0.3 0.2 0.3
N 0.635 -1.171 -0.433 -0.6 1.6 0.6
C 0.578 -3.358 -0.539 -0.5 0.2 0.3
H -3.833 0.376 2.554 0.1 0.0 0.0
H -3.579 3.194 2.604 0.0 0.0 0.0
N -2.482 1.710 1.555 -0.1 0.0 0.2
H -2.083 5.042 1.931 0.1 0.0 0.0
O -2.534 -1.824 1.988 -0.3 -0.2 0.2
H 4.129 -0.662 -1.431 0.0 -0.1 0.0
N -1.072 -0.421 0.987 -0.1 0.3 0.1
H -4.394 1.943 0.674 0.0 -0.1 0.0
H 3.052 -5.401 -2.218 0.0 0.0 0.0
C 5.963 -1.380 -2.340 -0.4 -0.2 0.1
C 2.524 -4.470 -2.010 -0.4 0.2 0.3
H -0.841 0.556 0.837 0.0 -0.1 0.0
C 3.421 -3.525 -1.226 0.0 -0.3 0.1
H -1.859 2.592 -0.911 0.0 0.0 -0.1
O 3.685 -3.648 -0.062 0.1 -0.1 0.0
C -2.549 2.971 2.276 0.3 0.2 0.1
H -2.490 4.953 -0.552 -0.1 0.0 0.0
H -3.313 0.767 -0.103 -0.1 0.0 0.0
H 5.667 -1.126 -3.355 0.0 0.1 -0.1
C -2.759 0.555 2.385 -0.1 0.0 0.1
C -2.043 4.100 1.382 -0.3 0.0 0.1
H 6.555 -2.291 -2.368 0.1 -0.1 0.0
H -1.917 2.893 3.165 -0.1 0.0 0.0
H -2.290 0.693 3.365 0.0 0.0 0.0
C -2.873 2.826 -0.582 -0.3 0.0 0.1
H -3.522 2.838 -1.459 0.0 0.0 -0.1
C -2.884 4.183 0.113 0.3 -0.1 0.0
H 6.571 -0.576 -1.935 0.1 0.1 0.0
S -0.772 -3.091 0.553 0.8 0.2 -0.6
O 3.904 -2.594 -2.038 0.3 0.1 -0.5
C -2.147 -0.697 1.781 0.1 0.5 -0.1
C -0.364 -1.396 0.351 0.0 -1.1 -0.1
H 2.198 -3.999 -2.935 0.1 0.0 0.0
H -3.910 4.453 0.372 -0.1 0.1 0.0
C -3.347 1.745 0.383 0.1 0.0 -0.4
```
Forces are in eV/Å.

These are the Löwdin partial charges, in e, on atoms 1 to 5: -0.0545, 0.1185, 0.9359, 0.1153, -0.2109

---

(4)
Entry from the OMol25 dataset: a cluster of 2 separate species, C5H14O in total (ωB97M-V with the def2-TZVPD basis set).

Output
Gap between HOMO and LUMO   11.9 eV
LUMO   0.90 eV
ΔE to the lowest compared entry with this formula, charge and spin   43.3 kJ/mol
Highest occupied orbital energy   -11.03 eV
SMILES string   CCC(C)C.O

The geometry in XYZ format:
```
20
Properties=species:S:1:pos:R:3:forces:R:3
H 1.424 0.069 2.747 0.1 0.1 -0.6
H 0.134 -1.029 2.941 -0.1 -0.1 -0.1
C -0.073 0.025 1.078 1.0 -0.4 0.0
O 1.159 1.671 -3.266 0.0 0.0 0.0
H 1.354 -1.468 1.802 0.4 0.1 -0.2
C -0.964 -1.069 0.456 -0.4 0.3 0.2
H -0.502 -2.060 0.511 0.1 0.2 -0.1
C -1.451 -0.771 -0.963 -0.8 0.1 0.5
C 0.817 0.786 0.066 -0.4 -0.6 0.1
C 0.791 -0.614 2.168 -0.7 -0.2 0.9
H -2.413 -1.265 -1.120 0.2 -0.3 -0.2
H 1.850 0.775 0.406 0.1 0.4 0.0
H 1.400 2.494 -2.834 0.1 0.1 0.0
H -1.847 -1.110 1.106 0.1 -0.3 -0.1
H 0.808 0.310 -0.914 0.1 0.0 0.0
H -1.722 0.288 -1.030 0.4 0.0 -0.2
H 0.270 1.503 -2.944 -0.1 -0.1 0.0
H 0.437 1.796 -0.057 0.3 0.2 -0.1
H -0.753 -1.065 -1.742 0.0 0.1 -0.1
H -0.719 0.733 1.588 -0.2 0.2 -0.1
```
Forces are in eV/Å.

These are the Löwdin partial charges, in e, on atoms 1 to 5: 0.0770, 0.0739, -0.4260, -0.0564, 0.0763

---

(5)
Entry from the OMol25 dataset: a structure of composition AlBH26O11 (ωB97M-V with the def2-TZVPD basis set).

Output
Gap between HOMO and LUMO   5.2 eV
LUMO   -12.36 eV
ΔE to the lowest compared entry with this formula, charge and spin   848.6 kJ/mol
Highest occupied orbital energy   -17.60 eV
Total charge   +2

The geometry in XYZ format:
```
39
Properties=species:S:1:pos:R:3:forces:R:3
H 2.162 -1.843 0.509 0.5 -0.5 -0.1
H 2.443 1.089 1.837 0.4 0.5 0.5
H -3.044 1.255 0.250 -0.6 0.7 -0.8
O 1.648 2.460 -0.257 -0.3 1.4 0.5
H 1.698 0.056 1.018 1.5 -1.0 -1.1
H -0.717 -2.258 1.425 -0.3 -1.3 0.0
O -0.460 -2.363 2.341 0.0 1.0 2.0
H -0.126 -0.015 -1.918 -0.4 0.1 -2.4
H -1.388 0.167 -2.734 -0.6 -0.1 -0.4
H -1.654 -0.017 -0.847 -1.0 -0.6 -1.0
H 2.564 2.635 -0.473 0.9 0.3 0.6
H -1.011 0.178 -0.153 -0.2 0.7 2.2
O 1.567 0.855 1.530 -0.8 6.4 3.6
O -0.523 0.249 2.402 -1.3 2.9 0.0
O -2.250 1.170 0.778 0.3 2.0 1.4
H -0.500 -1.506 -0.120 -1.4 -1.8 -0.9
H -1.252 -0.083 2.927 -0.3 -0.2 0.7
H 0.172 -0.942 0.487 -3.3 1.2 0.3
O 1.814 -1.199 1.127 4.7 -4.1 1.3
H 0.475 -2.565 2.306 0.2 -0.6 0.2
H 0.676 0.660 -0.062 1.0 2.3 0.1
H -0.309 -2.812 -0.861 -0.2 -0.8 -0.3
H 0.093 -0.483 2.358 0.5 -0.8 0.5
Al -0.241 2.115 1.038 2.1 -5.7 -3.3
H -2.559 -1.088 -1.416 -0.6 -0.5 -0.1
H 0.200 -0.557 -1.233 -0.3 -3.6 0.3
B 0.007 -0.166 -0.245 -2.0 2.4 2.0
H 1.178 2.587 -1.081 0.0 -0.1 -0.5
H -0.502 1.395 -1.753 -0.8 -3.1 -3.0
O -0.648 -2.448 -0.043 -1.5 -2.9 -1.9
O -2.271 -0.187 -1.559 -4.6 -1.3 -0.4
H 2.557 -0.868 -1.545 0.7 -0.1 -0.5
H 0.899 -1.088 0.867 1.6 -1.3 1.1
H 1.252 -0.314 -1.015 2.5 0.0 -0.7
O -0.513 0.532 -2.602 2.0 1.1 -5.2
H -0.506 2.907 -1.817 -0.6 0.8 -0.2
H -2.435 0.445 1.375 0.1 -0.3 0.5
O 1.954 -0.130 -1.639 2.8 0.1 -1.1
O -0.451 2.176 -1.202 -0.9 6.7 5.9
```
Forces are in eV/Å.

These are the Löwdin partial charges, in e, on atoms 1 to 5: 0.1410, 0.1395, 0.1372, 0.0144, -0.0913

---

(6)
Entry from the OMol25 dataset: a cluster of 2 separate species, C6H11N3O in total (ωB97M-V with the def2-TZVPD basis set).

Output
Gap between HOMO and LUMO   9.0 eV
LUMO   0.49 eV
ΔE to the lowest compared entry with this formula, charge and spin   454.4 kJ/mol
Highest occupied orbital energy   -8.50 eV
SMILES string   CC(C)=C=O.CN(N)C#N

The geometry in XYZ format:
```
21
Properties=species:S:1:pos:R:3:forces:R:3
H -1.698 2.910 -0.549 0.0 0.0 -0.3
H 3.097 -0.888 1.238 0.1 -0.7 -0.5
H -2.804 -0.232 0.895 0.1 0.6 0.2
C -2.154 1.948 -0.329 0.2 0.2 -0.3
C -1.762 -0.371 0.599 -0.1 -0.9 -0.2
N 1.697 -0.767 -0.225 -0.2 1.5 0.1
C 0.830 -1.836 -0.697 0.1 0.3 -0.8
H -1.232 -0.755 1.472 0.0 0.0 -0.1
N 3.314 0.121 -1.872 -0.7 0.9 -0.2
H 0.034 -1.389 -1.297 -0.2 0.0 0.3
C 0.065 1.272 0.461 -1.8 2.9 -0.2
H -2.758 1.586 -1.162 0.1 0.2 -0.2
O 0.864 2.048 0.850 0.4 -1.7 -0.4
H -1.870 -1.190 -0.110 0.3 -0.1 -0.3
H -2.865 2.120 0.482 0.2 -0.1 0.3
C -1.137 0.889 0.038 0.1 -0.9 1.5
N 2.095 -0.729 1.133 0.7 0.3 0.3
C 2.417 -0.087 -1.168 1.0 -2.2 1.1
H 2.064 0.215 1.521 -0.8 0.0 -0.4
H 0.428 -2.416 0.130 0.2 0.2 0.0
H 1.376 -2.448 -1.412 0.2 -0.5 0.2
```
Forces are in eV/Å.

These are the Löwdin partial charges, in e, on atoms 1 to 5: 0.0810, 0.0923, 0.0775, -0.0620, -0.0879

---

Question: What is the formula in the sixth record?
Answer: C6H11N3O